# 1
This record from the OMol25 dataset describes an isolated ion of composition CH4O4PS and charge -1. The level of theory is ωB97M-V/def2-TZVPD.

Summary:
- SMILES string: O=S(=O)([O-])OCP
- Energy relative to the best compared isomer or geometry (same formula, charge and spin): 18.2 kcal per mole
- Total charge: -1
- Spin multiplicity: 1

Each atom is followed by the atoms it is bonded to, with distances in Å.
Geometry (Å):
1 O 2.97 -0.82 -0.56  S2 1.449
2 S 1.93 0.05 -0.06  O1 1.449, O3 1.473, O4 1.445, O5 1.701
3 O 1.59 1.20 -0.92  S2 1.473
4 O 2.04 0.37 1.35  S2 1.445
5 O 0.43 -0.73 -0.26  S2 1.701, C6 1.343
6 C -0.57 0.07 0.15  O5 1.343, P7 1.856, H8 1.053, H9 1.058
7 P -2.10 -0.95 -0.05  C6 1.856, H10 1.377, H11 1.543
8 H -0.54 0.97 -0.40  C6 1.053
9 H -0.27 0.29 1.14  C6 1.058
10 H -2.49 -0.36 -1.24  P7 1.377
11 H -3.00 -0.09 0.86  P7 1.543

# 2
This record from the OMol25 dataset describes a single C3H6N2O molecule. The level of theory is ωB97M-V/def2-TZVPD.

Summary:
- SMILES string: [H]/N=C(/N)[C@@H]1CO1
- Energy relative to the best compared isomer or geometry (same formula, charge and spin): 47.2 kcal per mole
- Total charge: 0
- Spin multiplicity: 1

Each atom is followed by the atoms it is bonded to, with distances in Å.
Geometry (Å):
1 H -1.67 -1.78 -0.26  N2 1.035
2 N -1.94 -0.82 0.02  H1 1.035, C3 1.291
3 C -0.90 -0.06 -0.10  N2 1.291, N4 1.383, C5 1.491
4 N -1.03 1.30 0.07  C3 1.383, H8 1.039, H9 1.026
5 C 0.49 -0.56 -0.30  C3 1.491, C6 1.470, O7 1.406, H10 1.119
6 C 1.59 -0.17 0.60  C5 1.470, O7 1.415, H11 1.079, H12 1.096
7 O 1.47 0.36 -0.71  C5 1.406, C6 1.415
8 H -0.40 1.87 -0.53  N4 1.039
9 H -2.00 1.62 -0.02  N4 1.026
10 H 0.55 -1.49 -0.93  C5 1.119
11 H 2.47 -0.78 0.74  C6 1.079
12 H 1.36 0.51 1.42  C6 1.096

For reference, E_tot by record: -1081.03857, -302.61782 Ha.